[1]
Formula: C32H35N2PdS2SbSi2
Source: the Open Molecules 2025 dataset
Level of theory: wB97M-V/def2-TZVPD

Summary:
total charge	0
gap between HOMO and LUMO (alpha / beta)	4.26 / 4.27	eV
energy above the lowest of the compared OMol25 structures with the same formula, charge and spin	2.3023	eV
LUMO (alpha / beta)	-1.73 / -1.73	eV

Positions of all 75 atoms, in Å:
Sb (-0.450, 0.249, 1.794)
Pd (-0.131, 0.296, -2.065)
S (0.794, -0.636, 0.005)
S (-2.184, 1.183, -0.924)
Si (1.766, -0.048, -3.355)
Si (-1.102, -1.510, -3.172)
N (-0.592, 2.544, 0.654)
N (-0.193, 2.776, -1.665)
C (-0.474, -1.587, 2.925)
C (-1.850, -2.537, -1.715)
C (-2.348, 2.026, 3.434)
C (-2.492, -1.034, -4.430)
C (3.145, 2.621, 4.169)
C (-4.743, 1.998, 3.548)
C (0.651, -3.637, 3.492)
C (3.191, 2.447, 2.797)
C (-0.890, 2.240, -0.585)
C (2.597, -2.373, -4.909)
C (0.723, 3.819, -1.437)
C (-0.334, -3.925, 4.423)
C (3.399, 0.008, -2.344)
C (2.184, 1.745, 2.160)
C (1.565, -1.748, -4.220)
C (-4.772, 0.989, 2.599)
C (2.417, -3.628, -5.467)
C (0.151, -3.637, -4.686)
C (-1.380, -3.036, 4.614)
C (1.820, 1.346, -4.700)
C (-3.529, 2.520, 3.963)
C (-2.384, 1.007, 2.500)
C (0.318, 3.546, 0.892)
C (1.090, 1.382, 4.261)
C (1.119, 1.234, 2.886)
C (0.577, -2.472, 2.750)
C (-1.449, -1.870, 3.867)
C (2.107, 2.071, 4.902)
C (1.191, -4.263, -5.352)
C (0.327, -2.389, -4.110)
C (0.982, 4.185, -0.144)
C (-3.592, 0.491, 2.067)
H (-0.665, 2.727, -2.572)
H (1.172, 4.267, -2.304)
H (-2.931, -1.942, -4.829)
H (2.643, 1.134, -5.374)
H (1.474, -4.321, 3.336)
H (-1.400, 2.439, 3.749)
H (1.335, -2.245, 2.012)
H (4.263, -0.077, -2.992)
H (-2.150, -3.256, 5.341)
H (0.900, 1.375, -5.278)
H (-0.807, -4.128, -4.601)
H (-2.525, -1.901, -1.145)
H (-3.497, 3.308, 4.704)
H (0.444, 3.817, 1.927)
H (-5.668, 2.385, 3.951)
H (3.554, -1.878, -5.009)
H (3.925, 3.175, 4.668)
H (3.234, -4.115, -5.984)
H (3.476, 0.943, -1.797)
H (-5.717, 0.581, 2.270)
H (2.232, 1.575, 1.092)
H (-3.620, -0.276, 1.303)
H (1.049, -5.247, -5.775)
H (4.005, 2.862, 2.223)
H (1.690, 4.971, 0.067)
H (-1.063, -2.882, -1.048)
H (-0.290, -4.844, 4.990)
H (2.087, 2.181, 5.977)
H (-2.099, -0.461, -5.264)
H (3.413, -0.802, -1.623)
H (-2.270, -1.181, 4.018)
H (-3.280, -0.455, -3.958)
H (1.989, 2.324, -4.257)
H (0.283, 0.946, 4.835)
H (-2.412, -3.393, -2.073)

***

[2]
Formula: C32H35N4O2SSiZn
Source: the Open Molecules 2025 dataset
Level of theory: wB97M-V/def2-TZVPD

Summary:
total charge	-1
gap between HOMO and LUMO	7.86	eV
energy above the lowest of the compared OMol25 structures with the same formula, charge and spin	0.0000	eV
LUMO	2.46	eV

Positions of all 76 atoms, in Å:
Zn (-0.247, 1.192, 1.460)
S (4.092, -0.462, 0.067)
Si (-0.053, 1.943, -1.969)
O (-3.941, 2.362, 3.290)
O (-0.167, 1.682, -0.411)
N (-2.082, 1.982, 1.969)
N (-1.750, -0.410, 0.902)
N (-1.236, 0.957, 4.604)
N (1.566, -0.833, 0.482)
C (-3.775, -1.820, -0.332)
C (0.941, -2.070, -1.559)
C (2.765, 2.313, 4.338)
C (-0.354, 3.757, -2.402)
C (-1.637, -1.718, 0.701)
C (-1.872, 2.100, 4.358)
C (0.351, -3.234, -3.751)
C (-1.094, 3.083, 6.392)
C (1.455, 1.300, 2.530)
C (1.621, 1.485, -2.709)
C (1.587, 2.174, 3.617)
C (2.605, -0.263, 0.990)
C (-1.048, -3.370, -3.149)
C (3.211, -1.364, -1.113)
C (-1.841, 3.184, 5.235)
C (-1.351, 0.942, -2.921)
C (2.697, -2.509, -3.135)
C (3.633, -1.902, -2.324)
C (-0.426, 1.893, 6.653)
C (-2.865, 0.221, 0.526)
C (3.882, 1.558, 4.001)
C (-2.727, 2.162, 3.113)
C (-2.624, -2.472, 0.091)
C (3.805, 0.696, 2.923)
C (0.257, -2.348, -5.001)
C (0.832, -4.635, -4.151)
C (1.871, -1.447, -0.722)
C (-2.935, 1.703, 0.831)
C (1.340, -2.600, -2.773)
C (2.616, 0.583, 2.197)
C (-0.537, 0.866, 5.733)
C (-3.899, -0.462, -0.107)
H (-2.490, -3.536, -0.050)
H (-0.092, -2.086, -1.248)
H (-2.407, 4.072, 4.989)
H (-0.088, -1.348, -4.735)
H (-1.250, 1.046, -4.006)
H (0.173, 1.765, 7.545)
H (0.910, -5.280, -3.273)
H (-1.707, -3.860, -3.870)
H (-0.447, -2.778, -5.719)
H (-0.026, -0.077, 5.900)
H (2.811, 3.007, 5.170)
H (0.399, 4.391, -1.926)
H (2.432, 1.947, -2.138)
H (-3.973, 1.988, 1.016)
H (0.122, -5.088, -4.848)
H (-2.562, 2.236, -0.048)
H (4.671, 0.101, 2.650)
H (-4.572, -2.371, -0.818)
H (1.227, -2.252, -5.492)
H (0.735, 2.775, 3.918)
H (-2.363, 1.252, -2.643)
H (3.024, -2.909, -4.087)
H (-1.033, -3.974, -2.240)
H (1.807, -4.609, -4.638)
H (-0.707, -2.163, 1.037)
H (-4.790, 0.078, -0.400)
H (-0.316, 3.935, -3.481)
H (-1.333, 4.081, -2.039)
H (4.667, -1.831, -2.635)
H (-1.034, 3.914, 7.085)
H (-1.487, -2.401, -2.907)
H (1.702, 1.823, -3.747)
H (4.801, 1.645, 4.569)
H (-1.252, -0.117, -2.667)
H (1.780, 0.403, -2.698)

***

[3]
Formula: C32H36AgCl2N3O3SSi
Source: the Open Molecules 2025 dataset
Level of theory: wB97M-V/def2-TZVPD

Summary:
total charge	-2
gap between HOMO and LUMO	5.37	eV
energy above the lowest of the compared OMol25 structures with the same formula, charge and spin	0.0000	eV
LUMO	3.99	eV

Positions of all 79 atoms, in Å:
Ag (1.212, -2.049, -1.629)
Cl (-1.840, 0.994, -3.114)
Cl (-3.993, 6.007, -2.481)
S (-1.711, 4.170, -3.848)
Si (-1.148, -3.922, -2.941)
O (0.825, 1.181, 4.851)
O (-1.238, 2.391, 1.449)
O (4.157, 2.007, 0.669)
N (2.360, 0.001, 0.785)
N (0.791, -0.277, 2.474)
N (0.088, 0.210, 0.290)
C (-0.521, -3.261, -4.594)
C (-4.925, 2.412, -1.068)
C (5.378, 1.479, 1.151)
C (2.450, -0.321, -1.667)
C (2.836, 0.369, -0.511)
C (-3.887, -0.123, 1.600)
C (-1.022, 3.098, 0.211)
C (4.305, 1.858, -1.727)
C (-1.851, -5.656, -3.324)
C (1.737, 0.176, 4.648)
C (-1.235, 0.094, 0.725)
C (2.700, -1.562, 3.293)
C (1.752, -0.550, 3.450)
C (1.026, -0.010, 1.118)
C (0.992, 2.332, 4.003)
C (-3.249, -1.212, 1.021)
C (-3.003, 2.130, -2.484)
C (-4.899, 3.768, -1.353)
C (-3.209, 1.083, 1.720)
C (-3.930, 4.279, -2.198)
C (-3.962, 1.596, -1.645)
C (3.763, 1.410, -0.537)
C (3.603, -1.845, 4.304)
C (3.013, 0.173, -2.853)
C (-2.647, -2.892, -2.451)
C (3.907, 1.238, -2.901)
C (-1.900, 1.198, 1.281)
C (2.622, -0.135, 5.669)
C (-1.935, -1.104, 0.588)
C (0.181, -3.935, -1.682)
C (-2.915, 3.509, -2.823)
C (3.560, -1.142, 5.502)
H (0.688, 3.195, 4.593)
H (-2.288, -6.096, -2.422)
H (-2.627, -5.627, -4.096)
H (0.365, -3.811, -4.925)
H (-0.370, 3.936, 0.447)
H (-1.974, 3.465, -0.178)
H (-1.279, -3.326, -5.380)
H (5.592, 1.968, 2.101)
H (-0.544, 2.456, -0.529)
H (-3.930, 0.536, -1.426)
H (-3.427, -2.958, -3.216)
H (2.705, -2.121, 2.367)
H (-2.386, -1.838, -2.333)
H (-4.914, -0.202, 1.933)
H (-3.775, -2.150, 0.896)
H (0.373, 2.272, 3.108)
H (2.040, 2.442, 3.714)
H (-3.076, -3.239, -1.506)
H (-0.189, -4.247, -0.698)
H (2.744, -0.298, -3.793)
H (-0.101, 0.056, 2.808)
H (0.947, -4.664, -1.981)
H (-5.666, 1.999, -0.396)
H (2.567, 0.443, 6.583)
H (-0.233, -2.213, -4.484)
H (4.292, 1.584, -3.854)
H (4.331, -2.633, 4.160)
H (-5.626, 4.444, -0.921)
H (4.256, -1.372, 6.299)
H (2.927, 0.391, 1.523)
H (-1.422, -1.940, 0.126)
H (-3.687, 1.962, 2.134)
H (-1.057, -6.327, -3.666)
H (6.196, 1.671, 0.450)
H (5.309, 0.395, 1.309)
H (5.003, 2.687, -1.717)

***

[4]
Formula: C32H36BBrN5O2SiTi
Source: the Open Molecules 2025 dataset
Level of theory: wB97M-V/def2-TZVPD

Summary:
total charge	+1
gap between HOMO and LUMO	7.87	eV
energy above the lowest of the compared OMol25 structures with the same formula, charge and spin	0.6004	eV
LUMO	-3.81	eV

Positions of all 79 atoms, in Å:
Br (1.688, -3.169, -4.457)
Ti (0.739, 0.533, -1.074)
Si (-1.926, 0.238, 0.194)
O (0.643, -1.334, -0.410)
O (0.782, -1.051, -2.544)
N (3.444, 1.715, -1.422)
N (0.860, 0.901, 1.094)
N (1.592, 3.519, -1.349)
N (0.561, 2.641, -1.274)
N (2.647, 0.734, -1.924)
C (0.624, -6.104, -1.775)
C (1.039, -5.404, -2.899)
C (-2.016, -2.079, 1.861)
C (-2.717, -2.419, -0.405)
C (4.765, -0.004, -1.883)
C (3.456, -0.309, -2.206)
C (-3.483, 1.219, 0.532)
C (1.596, 2.176, 1.425)
C (-1.258, 0.424, -1.560)
C (1.399, -0.197, 1.958)
C (-3.503, 2.594, 0.792)
C (-0.611, 1.054, 1.352)
C (-2.811, -4.236, 1.162)
C (-0.565, 3.390, -1.205)
C (1.126, 4.762, -1.323)
C (-3.017, -3.743, -0.117)
C (4.707, 1.286, -1.389)
C (-5.903, 1.217, 0.699)
C (-5.899, 2.579, 0.950)
C (-0.259, 4.732, -1.227)
C (0.728, -3.326, -1.723)
C (2.890, -0.013, 2.187)
C (3.104, 1.176, 3.136)
C (0.722, -1.866, -1.592)
C (0.320, -4.048, -0.596)
C (1.088, -4.021, -2.880)
C (-2.213, -1.564, 0.579)
C (-4.708, 0.544, 0.497)
C (2.029, 2.241, 2.880)
C (-2.306, -3.405, 2.151)
C (0.261, -5.428, -0.620)
C (-4.697, 3.267, 1.001)
B (3.132, 3.246, -1.470)
H (0.588, -7.184, -1.808)
H (1.327, -5.931, -3.797)
H (-1.541, 2.942, -1.153)
H (-3.048, -5.267, 1.389)
H (-6.837, 0.674, 0.667)
H (-4.728, -0.522, 0.319)
H (-1.611, 1.290, -2.113)
H (-6.829, 3.103, 1.114)
H (-1.635, -1.443, 2.649)
H (-4.688, 4.327, 1.208)
H (0.027, -3.500, 0.291)
H (3.394, 0.140, 1.227)
H (-0.835, 0.780, 2.389)
H (5.632, -0.625, -2.005)
H (1.162, -1.155, 1.509)
H (3.065, -1.216, -2.629)
H (3.305, -0.927, 2.610)
H (0.958, 3.014, 1.149)
H (0.883, -0.145, 2.922)
H (-0.938, 5.563, -1.204)
H (-0.844, 2.116, 1.273)
H (-3.410, -4.388, -0.890)
H (4.100, 1.598, 3.008)
H (-0.067, -5.973, 0.253)
H (2.492, 2.224, 0.806)
H (-1.464, -0.452, -2.172)
H (3.686, 3.758, -0.531)
H (2.412, 3.242, 3.075)
H (5.492, 1.947, -1.066)
H (-2.887, -2.051, -1.409)
H (-2.149, -3.785, 3.151)
H (1.801, 5.596, -1.393)
H (1.171, 2.103, 3.541)
H (3.507, 3.687, -2.522)
H (-2.584, 3.162, 0.849)
H (3.038, 0.829, 4.168)

***

[5]
Formula: C32H36BrF4N2O6PS2
Source: the Open Molecules 2025 dataset
Level of theory: wB97M-V/def2-TZVPD

Summary:
SMILES string	CC(C)[C@H](C)CON1c2ccc(CCCS(=O)(=O)O)c(P(O)Br)c2Sc2c(CCC(=O)Nc3ccccc3)ccc(C(F)(F)C(F)F)c21
total charge	0
gap between HOMO and LUMO	7.07	eV
LUMO	-1.23	eV

Positions of all 84 atoms, in Å:
Br (-1.566, -2.576, 4.244)
S (-3.404, 0.158, 7.957)
S (-0.642, -0.193, -0.536)
P (-1.753, -1.088, 2.533)
F (3.941, 2.084, -3.900)
F (2.233, 5.213, -4.105)
F (2.636, 4.865, -1.782)
F (5.009, 3.669, -2.399)
O (-3.779, -1.514, 8.232)
O (-6.160, -0.265, -1.934)
O (-3.643, 0.861, 9.346)
O (3.225, 1.835, -0.853)
O (-3.194, -0.085, 2.815)
O (-4.429, 0.751, 6.958)
N (-5.555, -0.968, -4.200)
N (1.954, 2.160, -0.632)
C (-0.225, 0.957, -1.961)
C (-3.685, 0.130, -2.398)
C (1.039, 1.987, -1.806)
C (-6.420, -3.207, -5.461)
C (3.992, 3.512, -3.503)
C (1.398, 1.706, 0.683)
C (0.411, 0.829, 3.788)
C (0.195, 0.629, 0.956)
C (-1.626, 0.385, 7.402)
C (2.535, 4.148, -3.077)
C (0.413, 2.986, -4.489)
C (-5.167, -0.389, -2.859)
C (-2.494, -0.072, -3.506)
C (7.260, 0.237, 0.878)
C (-6.634, -4.824, -5.621)
C (1.593, 1.938, 3.541)
C (-0.322, 0.175, 2.480)
C (-1.191, 0.905, -3.317)
C (6.234, -1.810, -0.624)
C (2.091, 2.385, 2.045)
C (-5.663, -2.480, -4.179)
C (6.056, -0.228, -0.185)
C (3.491, 0.396, -0.829)
C (4.536, 0.113, 0.411)
C (-5.263, -5.102, -3.099)
C (-5.088, -3.451, -2.972)
C (-1.485, 0.867, 5.807)
C (-0.835, 1.929, -4.582)
C (-6.035, -5.792, -4.412)
C (0.016, 0.419, 5.324)
C (1.310, 3.008, -3.103)
C (4.009, -0.965, 1.526)
H (-6.855, -2.518, -6.309)
H (4.952, -1.487, 2.031)
H (-6.181, -6.961, -4.513)
H (-3.801, 1.263, -2.085)
H (2.963, 3.156, 1.921)
H (-4.538, -2.980, -2.035)
H (5.569, -1.943, -1.605)
H (-2.226, -1.230, -3.579)
H (-1.122, -0.693, 7.460)
H (6.264, 0.410, -1.165)
H (5.921, -2.553, 0.227)
H (4.421, 4.166, -4.405)
H (0.770, 1.031, 6.021)
H (-2.981, 0.188, -4.565)
H (-0.976, 1.065, 8.126)
H (-4.959, -0.625, -4.985)
H (0.279, -0.722, 5.560)
H (4.672, 1.149, 0.989)
H (2.115, 2.442, 4.459)
H (-2.369, 0.345, 5.247)
H (7.355, -1.986, -0.930)
H (-3.377, -0.530, -1.455)
H (-3.952, -0.726, 2.969)
H (2.554, -0.301, -0.854)
H (-2.918, -2.006, 7.987)
H (4.103, 0.152, -1.824)
H (-4.854, -5.802, -2.242)
H (0.619, 3.704, -5.397)
H (7.046, -0.099, 1.980)
H (7.424, 1.407, 0.787)
H (-7.211, -5.244, -6.559)
H (3.516, -0.324, 2.404)
H (8.253, -0.256, 0.441)
H (3.266, -1.718, 1.028)
H (-1.484, 1.944, -5.580)
H (-1.578, 2.053, 5.849)

***

[6]
Formula: C32H36Ge2IrN3O3S
Source: the Open Molecules 2025 dataset
Level of theory: wB97M-V/def2-TZVPD

Summary:
total charge	+2
gap between HOMO and LUMO (alpha / beta)	7.12 / 5.35	eV
<S²>	6.035
energy above the lowest of the compared OMol25 structures with the same formula, charge and spin	1.4186	eV
2S+1	5
LUMO (alpha / beta)	-6.74 / -8.92	eV

Positions of all 78 atoms, in Å:
Ir (-1.365, 0.324, 0.612)
Ge (-0.740, -1.160, -3.894)
Ge (-0.256, 0.717, -1.717)
S (-4.261, 0.203, 3.979)
O (3.363, -3.089, 1.910)
O (0.259, -1.724, -1.042)
O (-0.610, -0.897, 3.250)
N (-0.130, -1.306, 1.121)
N (-1.432, 2.040, 1.872)
N (1.717, -2.564, 0.475)
C (-0.919, 2.439, -2.684)
C (0.884, -3.536, 3.611)
C (3.859, -0.259, -2.316)
C (3.783, 1.100, -0.341)
C (0.128, -4.511, 2.719)
C (2.409, 1.221, -0.472)
C (-3.049, 0.723, 2.898)
C (-2.739, -0.878, -3.871)
C (-1.792, 4.728, -3.974)
C (0.128, -1.449, 2.456)
C (-1.000, 3.635, -1.988)
C (-0.413, 3.942, 2.886)
C (2.257, -2.661, 1.761)
C (-0.537, 3.026, 1.858)
C (-0.293, -3.063, -3.555)
C (-3.553, -1.398, 2.067)
C (-1.295, 2.385, -4.012)
C (-1.417, 4.784, -2.643)
C (-2.216, 2.833, 3.991)
C (-4.410, -1.294, 3.120)
C (2.527, -0.014, 3.344)
C (-2.762, -0.237, 1.906)
C (0.595, -1.876, 0.134)
C (0.237, -0.582, -5.565)
C (1.759, 0.632, -1.551)
C (4.511, 0.366, -1.265)
C (-2.255, 1.913, 2.943)
C (1.342, -2.240, 2.892)
C (2.490, -0.131, -2.451)
C (-1.724, 3.530, -4.662)
C (-1.276, 3.845, 3.971)
C (2.129, -1.373, 3.906)
H (0.108, 3.092, 0.992)
H (5.581, 0.265, -1.162)
H (-3.046, 0.147, -4.063)
H (-2.158, 5.613, -4.472)
H (-0.158, -1.212, -6.361)
H (0.778, -3.192, -3.441)
H (-0.773, -4.056, 2.310)
H (3.185, -0.126, 2.485)
H (-0.728, 3.698, -0.944)
H (4.284, 1.584, 0.484)
H (-1.203, 4.546, 4.790)
H (0.110, 0.458, -5.851)
H (-3.154, -1.518, -4.645)
H (-3.493, -2.273, 1.445)
H (-2.018, 3.467, -5.699)
H (-3.142, -1.192, -2.911)
H (-0.789, -3.424, -2.662)
H (1.784, -4.022, 3.995)
H (-1.256, 1.459, -4.566)
H (4.414, -0.844, -3.037)
H (0.259, -3.245, 4.457)
H (1.647, 0.557, 3.047)
H (-5.125, -2.019, 3.458)
H (-0.627, -3.653, -4.407)
H (0.335, 4.716, 2.833)
H (1.505, -1.237, 4.791)
H (1.987, -0.619, -3.275)
H (2.286, -2.932, -0.281)
H (3.057, 0.549, 4.107)
H (3.025, -1.927, 4.188)
H (1.861, 1.791, 0.267)
H (1.302, -0.787, -5.477)
H (0.750, -4.869, 1.900)
H (-1.461, 5.717, -2.104)
H (-2.898, 2.719, 4.819)
H (-0.163, -5.375, 3.310)